This record from the OMol25 dataset describes a molecular structure, C13H27ClIN2OP2Zr at a distorted geometry. The level of theory is ωB97M-V with the def2-TZVPD basis set.

Last column: Mulliken charge in e.
Element x y z (Å)
C 0.084 2.409 1.251  -1.260
I -0.823 -0.646 -2.568  0.251
H -0.072 3.437 0.918  0.422
H 1.112 2.285 1.600  0.509
H -0.581 2.194 2.091  0.487
Zr -0.324 1.124 -0.407  -0.842
P 1.814 1.518 -1.337  1.246
C 3.053 0.248 -0.903  -1.211
C 1.842 1.560 -3.158  -1.285
H 2.761 2.048 -3.500  0.471
H 3.511 3.258 -1.450  0.486
H 0.964 2.105 -3.510  0.400
H 1.887 3.913 -1.089  0.384
H 2.681 -0.719 -1.253  0.362
H 1.791 0.535 -3.532  0.426
C 2.593 3.106 -0.874  -1.174
H 4.018 0.465 -1.373  0.496
H 2.829 3.121 0.193  0.439
H 3.179 0.206 0.183  0.388
P -2.602 0.887 0.182  1.399
C -2.958 -0.612 1.164  -1.228
C -3.321 2.257 1.158  -1.285
H -3.408 1.469 -2.010  0.378
H -4.754 0.981 -0.923  0.476
H -3.665 -0.250 -1.652  0.442
C -3.730 0.761 -1.244  -1.262
H -3.087 3.201 0.659  0.403
H -4.407 2.139 1.227  0.491
H -4.026 -0.685 1.392  0.486
H -2.387 -0.590 2.096  0.378
H -2.897 2.275 2.164  0.428
H -2.644 -1.481 0.578  0.374
Cl -1.009 3.110 -1.600  -0.189
N 1.451 -5.519 0.250  -0.361
C 1.450 -4.242 -0.205  0.501
O 1.812 -4.038 -1.356  -0.612
C 0.995 -3.085 0.636  -0.115
C 0.762 -3.175 2.014  -0.474
C 0.335 -2.048 2.718  -1.066
C 0.113 -0.844 2.041  -0.709
N 0.296 -0.754 0.693  0.954
C 0.757 -1.851 0.015  -0.176
H 1.758 -6.283 -0.371  0.278
H 1.118 -5.769 1.189  0.161
H 0.913 -4.096 2.556  0.398
H 0.154 -2.116 3.783  0.508
H -0.253 0.003 2.599  0.631
H 0.917 -1.813 -1.033  0.796

Values from the calculation:
Max |F| = 7.5 eV/A
DFT total energy = -2182.825929 Ha
Total charge = +3


This record from the OMol25 dataset describes a molecular structure, C25H31N9OPdSSi at a distorted geometry. The level of theory is ωB97M-V with the def2-TZVPD basis set.

Last column: natural (NBO) charge in e.
Element x y z (Å)
Pd -0.628 1.277 -0.370  0.026
C -0.728 -2.302 -0.873  -0.088
N -1.412 -3.498 -1.393  -0.476
C -1.216 -3.543 -2.842  -0.077
N -1.719 -2.346 -3.522  -0.476
C -1.017 -1.183 -2.954  -0.079
N -1.220 -1.080 -1.511  -0.491
C -2.658 -0.965 -1.247  -0.091
N -3.396 -2.131 -1.763  -0.481
C -2.843 -3.333 -1.133  -0.080
C -3.142 -2.214 -3.202  -0.076
H 0.345 -2.394 -1.059  0.200
H -0.893 -2.235 0.204  0.229
H -1.736 -4.419 -3.242  0.178
H -0.148 -3.642 -3.052  0.198
H -1.380 -0.267 -3.425  0.218
H 0.050 -1.282 -3.163  0.198
H -3.029 -0.054 -1.714  0.227
H -2.806 -0.885 -0.169  0.214
H -3.376 -4.209 -1.518  0.176
H -2.995 -3.268 -0.053  0.207
H -3.526 -1.309 -3.679  0.196
H -3.675 -3.081 -3.607  0.177
S -1.819 2.560 -2.077  -0.349
C -1.201 3.322 -0.655  0.199
N -2.022 3.827 0.370  -0.648
C -1.157 4.430 1.389  -0.234
C 0.230 4.476 0.718  -0.227
N -0.055 4.103 -0.662  -0.655
H -2.664 3.128 0.707  0.390
H -1.127 3.827 2.300  0.204
H -1.519 5.431 1.642  0.169
H 0.916 3.761 1.185  0.207
H 0.677 5.471 0.766  0.181
H 0.727 3.673 -1.155  0.441
C -1.462 -3.630 2.948  -0.260
C -2.430 -2.644 2.791  -0.227
C -2.053 -1.333 2.539  -0.243
C -0.710 -0.949 2.436  -0.396
C 0.242 -1.956 2.618  -0.177
C -0.122 -3.275 2.864  -0.239
Si -0.279 0.850 1.897  0.596
C 1.487 1.087 2.611  -0.433
C 1.736 1.640 3.870  -0.167
C 3.028 1.856 4.334  -0.244
C 4.116 1.511 3.544  -0.246
C 3.897 0.964 2.286  -0.219
C 2.600 0.768 1.828  -0.206
H -1.749 -4.659 3.129  0.194
H -3.482 -2.902 2.857  0.193
H -2.825 -0.580 2.401  0.204
H 1.296 -1.705 2.551  0.206
H 0.645 -4.032 2.983  0.196
H -1.070 1.569 2.987  -0.236
H 0.894 1.908 4.502  0.191
H 3.186 2.298 5.313  0.185
H 5.127 1.685 3.896  0.191
H 4.735 0.718 1.645  0.207
H 2.448 0.397 0.819  0.231
N 2.033 0.446 -1.962  -0.847
C 2.798 1.544 -2.283  0.678
O 2.592 2.637 -1.746  -0.700
C 3.865 1.310 -3.233  -0.610
C 4.731 2.351 -3.611  0.351
N 5.460 3.184 -3.952  -0.479
C 4.050 0.047 -3.806  0.324
N 4.170 -1.019 -4.251  -0.496
H 2.051 -0.334 -2.599  0.382
H 1.154 0.604 -1.445  0.394

Values from the calculation:
Max |F| = 1.1 eV/A
DFT total energy = -2354.958337 Ha
Total charge = -2


This record from the OMol25 dataset describes a gas-phase ion, C5H14N3S (charge +1) at a distorted geometry. The level of theory is ωB97M-V with the def2-TZVPD basis set.

Last column: natural (NBO) charge in e.
Element x y z (Å)
C 0.931 0.068 -1.097  -0.192
C 0.643 -1.443 1.053  -0.151
C -1.216 0.786 1.391  -0.603
C 0.499 2.250 0.407  -0.653
C 0.270 0.926 1.097  -0.058
N 0.576 -0.309 0.271  -0.296
N 0.094 -3.109 -1.020  -0.986
N -0.313 0.506 -1.736  -0.715
S 0.940 -2.996 0.481  0.566
H 1.467 -0.774 -1.509  0.207
H 0.879 -1.215 2.021  0.225
H -1.441 1.379 2.223  0.242
H -1.846 0.885 0.422  0.175
H -1.550 -0.170 1.803  0.228
H 0.536 3.078 1.020  0.252
H -0.330 2.596 -0.153  0.192
H 1.444 2.196 -0.296  0.267
H 0.855 0.755 1.917  0.213
H 0.564 -3.907 -1.448  0.404
H -0.914 -3.249 -0.905  0.394
H -0.942 1.041 -1.119  0.447
H -0.904 -0.351 -2.240  0.405
H -0.241 1.057 -2.582  0.437

Values from the calculation:
Max |F| = 6.3 eV/A
DFT total energy = -760.948607 Ha
Total charge = +1


This record from the OMol25 dataset describes a single C4H2O2 molecule. The level of theory is ωB97M-V with the def2-TZVPD basis set.

Last column: natural (NBO) charge in e.
Element x y z (Å)
O 0.959 -0.245 -2.839  -0.469
C 1.087 0.359 -1.800  0.366
C 0.460 -0.057 -0.563  -0.194
C -0.012 -0.427 0.478  0.381
C -1.358 0.228 2.147  0.175
O -0.739 -0.796 1.520  -0.477
H 1.702 1.271 -1.706  0.140
H -2.100 -0.332 2.763  0.077

Values from the calculation:
Max |F| = 0.8 eV/A
DFT total energy = -303.868695 Ha
Total charge = 0


This record from the OMol25 dataset describes 2 unconnected molecules or ions with the total composition C3H3BrO at a distorted geometry. The level of theory is ωB97M-V with the def2-TZVPD basis set.

Last column: natural (NBO) charge in e.
Element x y z (Å)
C 0.332 -0.255 -0.483  -0.035
C 1.155 2.047 0.499  0.525
C -0.993 -0.773 -0.060  -0.813
O 1.795 2.847 0.083  -0.489
Br 1.777 -1.279 0.089  0.070
H -1.683 0.034 -0.117  0.237
H -1.177 -1.175 0.960  0.223
H -1.207 -1.447 -0.970  0.282

Values from the calculation:
Max |F| = 2.8 eV/A
DFT total energy = -2765.226280 Ha
Total charge = 0


This record from the OMol25 dataset describes a molecular structure, C32H39CrN7O3S2 at a distorted geometry. The level of theory is ωB97M-V with the def2-TZVPD basis set.

Last column: Löwdin spin population.
Element x y z (Å)
Cr -0.108 0.045 -0.415  3.008
C -2.828 -0.716 2.715  0.000
C -2.522 -2.014 2.031  0.000
C -2.601 -3.197 2.753  0.000
C -2.387 -4.426 2.144  0.000
C -2.157 -4.461 0.782  0.000
C -2.090 -3.289 0.025  0.000
C -1.987 -3.421 -1.472  0.000
C -2.200 -2.045 0.661  0.005
N -1.947 -0.831 -0.076  0.000
C -3.025 -0.073 -0.428  0.020
O -4.202 -0.291 -0.146  0.040
C -2.613 1.127 -1.243  0.089
C -3.455 2.062 -1.747  0.038
C -2.898 3.201 -2.427  0.189
C -1.521 3.360 -2.484  0.003
C -0.691 2.406 -1.921  0.185
N -1.255 1.252 -1.386  0.188
C 0.757 2.497 -1.723  0.054
O 1.438 3.439 -2.134  0.087
N 1.254 1.395 -1.048  0.006
C 2.657 1.156 -1.167  0.007
C 3.241 0.903 -2.426  0.001
C 2.477 1.073 -3.712  0.002
C 4.574 0.517 -2.487  0.000
C 5.347 0.396 -1.341  0.000
C 4.789 0.715 -0.115  0.000
C 3.459 1.117 -0.017  0.001
C 2.929 1.577 1.319  0.001
H -2.772 -0.823 3.803  0.000
H -3.839 -0.396 2.451  0.000
H -2.142 0.059 2.390  0.000
H -2.844 -3.152 3.813  0.000
H -2.441 -5.344 2.719  0.000
H -2.047 -5.415 0.273  0.000
H -1.204 -4.128 -1.757  0.000
H -1.793 -2.470 -1.944  0.000
H -2.935 -3.797 -1.867  0.000
H -4.521 1.933 -1.610  -0.001
H -3.555 3.946 -2.860  0.014
H -1.060 4.236 -2.926  -0.004
H 1.418 0.851 -3.596  0.001
H 2.886 0.428 -4.493  0.000
H 2.542 2.112 -4.044  0.000
H 5.017 0.304 -3.456  0.000
H 6.384 0.088 -1.409  0.000
H 5.396 0.682 0.785  0.000
H 3.443 2.495 1.623  0.000
H 3.093 0.827 2.098  0.000
H 1.866 1.789 1.252  0.001
C 0.508 0.518 4.995  0.000
N 0.746 0.211 3.597  0.002
C 0.782 -1.016 3.123  0.004
N 0.745 -2.027 4.004  0.002
S 0.961 -1.427 1.482  0.008
H 0.749 1.564 5.162  0.000
H 1.161 -0.074 5.637  0.000
H -0.533 0.346 5.289  0.000
H 0.512 0.927 2.904  0.000
H 0.357 -1.871 4.918  0.000
H 0.615 -2.943 3.605  0.000
C -0.055 4.085 1.954  0.001
S -1.201 2.964 1.156  0.007
C -2.508 3.010 2.385  0.004
O -0.532 1.595 1.299  0.018
H -0.484 5.090 1.922  0.000
H 0.869 4.058 1.375  0.000
H 0.114 3.763 2.983  0.000
H -2.933 4.017 2.384  0.000
H -2.108 2.747 3.367  0.000
H -3.261 2.291 2.062  0.000
N 2.414 -1.993 -1.278  0.008
C 1.453 -1.924 -2.224  0.007
C 1.651 -2.635 -3.426  -0.002
C 0.755 -2.514 -4.447  0.005
C -0.362 -1.694 -4.271  0.000
C -0.520 -1.065 -3.072  0.006
N 0.350 -1.160 -2.038  -0.012
H 3.164 -2.648 -1.394  0.000
H 2.310 -1.570 -0.376  0.002
H 2.532 -3.258 -3.520  0.000
H 0.911 -3.050 -5.376  0.000
H -1.099 -1.557 -5.051  0.000
H -1.390 -0.453 -2.895  0.002

Values from the calculation:
Max |F| = 1.0 eV/A
DFT total energy = -3692.767583 Ha
Total charge = 0
Spin multiplicity = 5
⟨S²⟩ = 6.05


This record from the OMol25 dataset describes a molecular structure, C47H54CrN5O4Se at a distorted geometry. The level of theory is ωB97M-V with the def2-TZVPD basis set.

Last column: Löwdin spin population.
Element x y z (Å)
Cr 0.574 -1.346 -1.456  0.949
C -3.359 5.064 -1.828  0.000
C -1.843 5.273 -1.786  0.001
C -1.418 5.980 -3.080  0.000
C -1.515 6.158 -0.575  0.000
C -1.072 3.969 -1.662  0.006
C -1.687 2.729 -1.593  0.000
C -0.916 1.589 -1.458  0.007
Se -1.759 -0.155 -1.332  -0.002
C -1.832 -0.306 0.585  0.006
C -2.902 0.252 1.254  0.000
C -2.957 0.172 2.634  0.005
C -1.894 -0.474 3.260  -0.001
C -0.801 -1.036 2.619  0.004
C -0.745 -0.979 1.198  -0.001
O 0.188 -1.470 0.446  0.020
C 0.269 -1.672 3.504  0.001
C 0.782 -0.612 4.494  0.000
C -0.364 -2.840 4.275  0.000
C 1.479 -2.201 2.736  0.000
C -4.089 0.764 3.456  0.001
C -4.738 -0.345 4.293  0.000
C -3.523 1.847 4.383  0.000
C -5.176 1.394 2.581  0.000
C 0.492 1.615 -1.372  -0.001
O 1.151 0.517 -1.204  0.021
C 1.125 2.886 -1.477  0.004
C 0.324 4.001 -1.611  -0.001
C 2.649 2.974 -1.433  0.001
C 3.161 4.405 -1.621  0.000
C 3.142 2.463 -0.073  0.000
C 3.250 2.118 -2.560  0.000
H -3.855 6.028 -1.921  0.000
H -3.716 4.591 -0.916  0.000
H -3.649 4.457 -2.682  0.000
H -1.981 6.902 -3.207  0.000
H -1.607 5.338 -3.938  0.000
H -0.360 6.227 -3.067  0.000
H -2.078 7.087 -0.624  0.000
H -0.457 6.403 -0.540  0.000
H -1.773 5.644 0.348  0.000
H -2.760 2.615 -1.635  0.000
H -3.669 0.731 0.666  0.000
H -1.930 -0.536 4.337  0.000
H -0.006 -0.277 5.163  0.000
H 1.165 0.253 3.956  0.000
H 1.586 -1.029 5.097  0.000
H -1.204 -2.508 4.881  0.000
H 0.375 -3.291 4.936  0.000
H -0.718 -3.604 3.586  0.000
H 2.012 -1.380 2.262  0.000
H 1.182 -2.917 1.976  0.000
H 2.161 -2.697 3.425  0.000
H -4.029 -0.783 4.990  0.000
H -5.111 -1.136 3.647  0.000
H -5.569 0.064 4.863  0.000
H -2.817 1.426 5.093  0.000
H -4.329 2.318 4.942  0.000
H -3.009 2.613 3.806  0.000
H -5.610 0.658 1.909  0.000
H -4.784 2.223 1.995  0.000
H -5.970 1.780 3.216  0.000
H 0.801 4.963 -1.686  0.000
H 2.815 5.060 -0.825  0.000
H 2.850 4.810 -2.582  0.000
H 4.249 4.403 -1.596  0.000
H 2.793 3.120 0.722  0.000
H 4.229 2.440 -0.049  0.000
H 2.768 1.461 0.118  0.000
H 2.866 2.448 -3.525  0.000
H 3.009 1.067 -2.416  0.000
H 4.334 2.218 -2.573  0.000
O 2.964 -5.138 1.131  0.000
C 1.754 -5.613 1.458  0.000
C 1.645 -6.476 2.550  0.000
C 0.417 -6.985 2.916  0.000
C -0.728 -6.656 2.198  0.000
C -0.636 -5.800 1.122  0.000
C 0.593 -5.262 0.740  0.000
C 0.694 -4.300 -0.363  -0.001
O 1.789 -3.745 -0.643  -0.003
N -0.399 -4.091 -1.109  -0.002
N -0.311 -3.061 -1.911  -0.009
C -1.026 -3.014 -3.009  0.001
C -0.783 -1.899 -3.844  -0.001
C -1.481 -1.637 -5.036  0.002
C -1.147 -0.538 -5.788  -0.002
C -0.103 0.280 -5.351  0.002
C 0.536 -0.027 -4.171  -0.001
N 0.216 -1.073 -3.409  -0.002
H 2.813 -4.500 0.379  0.000
H 2.540 -6.722 3.100  0.000
H 0.344 -7.637 3.774  0.000
H -1.685 -7.066 2.486  0.000
H -1.509 -5.517 0.555  0.000
H -1.687 -3.824 -3.291  0.000
H -2.282 -2.299 -5.329  0.000
H -1.676 -0.308 -6.699  0.000
H 0.192 1.149 -5.914  0.000
H 1.328 0.602 -3.793  0.000
N 7.864 -1.841 -1.661  0.001
C 6.718 -1.817 -1.708  0.000
C 5.310 -1.765 -1.726  0.002
C 4.558 -2.110 -2.857  -0.001
C 3.184 -2.031 -2.797  0.002
N 2.519 -1.631 -1.707  -0.007
C 3.239 -1.317 -0.622  0.001
C 4.609 -1.361 -0.581  -0.001
H 5.048 -2.445 -3.756  0.000
H 2.582 -2.306 -3.656  0.000
H 2.665 -1.042 0.252  0.000
H 5.139 -1.108 0.323  0.000

Values from the calculation:
Max |F| = 2.6 eV/A
DFT total energy = -5844.067468 Ha
Total charge = 0
Spin multiplicity = 2
⟨S²⟩ = 0.76


This record from the OMol25 dataset describes a molecular structure, CH2F3P at a distorted geometry. The level of theory is ωB97M-V with the def2-TZVPD basis set.

Last column: natural (NBO) charge in e.
Element x y z (Å)
C -0.174 -0.536 0.174  -0.339
F 0.568 1.845 0.487  -0.572
F 0.318 0.962 -1.559  -0.568
F -0.593 -2.100 0.788  -0.446
P -0.756 1.158 -0.269  1.449
H 0.117 -1.090 -0.632  0.236
H 0.520 -0.238 1.010  0.240

Values from the calculation:
Max |F| = 5.2 eV/A
DFT total energy = -680.196843 Ha
Total charge = 0